1.
This record from the Open Molecules 2025 dataset describes a single C2H5N3O molecule. The level of theory is ωB97M-V/def2-TZVPD.

```
11
Properties=species:S:1:pos:R:3
O 0.12 -1.08 1.76
N -1.04 -0.14 -0.09
N 0.10 0.83 -1.78
N 1.02 0.90 0.49
C 0.10 0.51 -0.58
C -0.84 -1.07 0.92
H 1.18 0.04 1.14
H 1.00 1.19 -2.16
H -1.70 -0.71 -0.70
H -1.93 -1.55 1.03
H 1.98 1.08 -0.02
```

Output
ΔE to the lowest compared entry with this formula, charge and spin, eV: 1.810
Orbital gap, eV: 10.35
SMILES string: [H]/N=C(\N)NC=O
Total charge: 0
HOMO level, eV: -9.76

=====

2.
This record from the Open Molecules 2025 dataset describes a single C2H5N3O molecule. The level of theory is ωB97M-V/def2-TZVPD.

```
11
Properties=species:S:1:pos:R:3
O 0.38 -1.74 -0.73
N 1.20 1.07 0.53
N 0.57 1.24 -0.82
N -1.42 -0.78 0.27
C 0.79 -0.03 0.98
C -0.09 -0.82 -0.07
H -2.03 -1.46 -0.15
H -1.80 0.01 0.77
H 0.83 0.66 -1.61
H 0.61 2.20 -1.15
H 0.96 -0.35 1.99
```

Output
ΔE to the lowest compared entry with this formula, charge and spin, eV: 2.648
Orbital gap, eV: 10.35
SMILES string: N/N=C\C(N)=O
Total charge: 0
HOMO level, eV: -9.39

=====

3.
This record from the Open Molecules 2025 dataset describes 2 unconnected molecules or ions with the total composition C2H5N3O2. The level of theory is ωB97M-V/def2-TZVPD.

```
12
Properties=species:S:1:pos:R:3
O -1.68 0.84 0.08
O 2.60 -0.60 0.00
N -1.75 -1.34 -0.09
N -0.42 -0.94 -0.17
N 0.61 1.25 -0.15
C -0.40 0.36 -0.08
C -2.44 -0.25 -0.01
H -3.49 -0.21 0.17
H 2.36 -1.45 -0.35
H 1.59 0.90 -0.22
H 2.58 -0.82 0.97
H 0.43 2.25 -0.17
```

Output
ΔE to the lowest compared entry with this formula, charge and spin, eV: 2.213
Orbital gap, eV: 9.48
SMILES string: Nc1nnco1.O
Total charge: 0
HOMO level, eV: -8.73

=====

Copy entry 3 word for word.
This record from the Open Molecules 2025 dataset describes 2 unconnected molecules or ions with the total composition C2H5N3O2. The level of theory is ωB97M-V/def2-TZVPD.

```
12
Properties=species:S:1:pos:R:3
O -1.68 0.84 0.08
O 2.60 -0.60 0.00
N -1.75 -1.34 -0.09
N -0.42 -0.94 -0.17
N 0.61 1.25 -0.15
C -0.40 0.36 -0.08
C -2.44 -0.25 -0.01
H -3.49 -0.21 0.17
H 2.36 -1.45 -0.35
H 1.59 0.90 -0.22
H 2.58 -0.82 0.97
H 0.43 2.25 -0.17
```

Output
ΔE to the lowest compared entry with this formula, charge and spin, eV: 2.213
Orbital gap, eV: 9.48
SMILES string: Nc1nnco1.O
Total charge: 0
HOMO level, eV: -8.73